1.
{"formula": "C5H6O", "method": "the ωB97M-V functional and the def2-TZVPD basis", "smiles": "OC=C=C1CC1", "de_lowest_kcal_mol": 89.7, "multiplicity": 1, "molar_mass_g_mol": 82.1, "energy_ev": -7325.39657, "elements": ["O", "C", "C", "C", "C", "C", "H", "H", "H", "H", "H", "H"], "xyz": [[-0.6997, -1.1957, -1.7034], [-1.1919, -1.6602, -0.4705], [-0.8224, -0.9518, 0.5664], [-0.0775, 0.1119, 0.6206], [0.0075, 1.5586, 0.4715], [1.2589, 0.6987, 0.6594], [0.2515, -1.3789, -1.7204], [-1.8437, -2.5163, -0.5484], [-0.1680, 1.9455, -0.5333], [-0.3843, 2.1628, 1.2822], [1.8786, 0.5543, -0.2279], [1.7911, 0.6710, 1.6038]]}

=====

2.
{"formula": "C5H6O", "method": "the ωB97M-V functional and the def2-TZVPD basis", "smiles": "O=C1C[C@H]2C[C@@H]12", "de_lowest_kcal_mol": 41.9, "multiplicity": 1, "molar_mass_g_mol": 82.1, "energy_ev": -7327.46633, "elements": ["O", "C", "C", "C", "C", "C", "H", "H", "H", "H", "H", "H"], "xyz": [[-1.3734, 2.1575, 0.2179], [-0.7684, 1.1459, -0.0322], [-1.0501, -0.3031, -0.6814], [-0.0317, -0.7813, 0.3723], [1.3423, -0.3689, -0.0695], [0.4651, 0.6386, 0.6323], [-1.9976, -0.8716, -0.7051], [-0.6528, -0.3321, -1.7030], [-0.3678, -1.4165, 1.1860], [1.4781, -0.3780, -1.1460], [2.2832, -0.5436, 0.4629], [0.7917, 0.9719, 1.6090]]}

=====

3.
{"formula": "C5H6O", "method": "the ωB97M-V functional and the def2-TZVPD basis", "de_lowest_kcal_mol": 215.4, "multiplicity": 1, "molar_mass_g_mol": 82.1, "energy_ev": -7319.94217, "elements": ["C", "C", "C", "C", "C", "O", "H", "H", "H", "H", "H", "H"], "xyz": [[1.7387, -0.6992, -0.6142], [2.1939, 0.3550, 0.1404], [1.0418, -0.8510, 0.5942], [-1.4445, -0.6564, 0.4589], [-1.8447, 0.5410, -0.3433], [1.1897, 0.5229, 1.0177], [2.1096, -1.3285, -1.4823], [3.1013, 0.6330, 0.5689], [-2.1313, -0.8511, 1.3186], [-2.9510, 0.3566, -0.3576], [-1.4465, 0.5012, -1.3804], [-1.5571, 1.4766, 0.0790]]}

=====

4.
{"formula": "C5H6O", "method": "the ωB97M-V functional and the def2-TZVPD basis", "smiles": "C#CC1COC1", "de_lowest_kcal_mol": 81.8, "multiplicity": 1, "molar_mass_g_mol": 82.1, "energy_ev": -7325.73536, "elements": ["C", "C", "C", "C", "O", "C", "H", "H", "H", "H", "H", "H"], "xyz": [[2.6139, -0.5684, -0.1674], [1.4967, -0.1265, -0.2771], [0.1136, 0.0189, 0.1654], [-1.0799, -0.7201, -0.4901], [-1.9571, 0.3720, -0.1945], [-0.8740, 1.2043, 0.2360], [3.4773, -1.0067, 0.2767], [0.3670, -0.2457, 1.1938], [-1.0015, -0.8721, -1.5779], [-1.4029, -1.6596, -0.0274], [-1.0212, 1.5283, 1.2727], [-0.7319, 2.0754, -0.4102]]}